*a*
ORCA calculation (the ωB97M-V functional and the def2-TZVPD basis) on a cluster of 2 separate species, C3H8NOP in total.

Geometry (Å):
P (1.192, 0.407, 0.356)
C (-0.852, -0.076, -1.678)
C (0.236, -1.124, 2.392)
H (0.741, -0.464, 3.054)
O (0.413, -0.862, 0.976)
H (-1.113, -0.954, -2.355)
H (-0.835, -0.851, 2.487)
H (-1.652, 0.213, -1.025)
H (0.286, -2.180, 2.494)
N (0.458, 0.131, -1.154)
C (0.221, 0.905, -2.290)
H (-0.150, 1.990, -2.215)
H (0.798, 0.556, -3.122)
H (0.257, 2.310, 2.081)

The calculation puts the HOMO energy (alpha / beta) at -6.81 / -8.74 eV. Its HOMO-LUMO gap (alpha / beta) is 6.7 / 8.9 eV.

*b*
ORCA calculation (the ωB97M-V functional and the def2-TZVPD basis) on a cluster of 2 separate species, C3H8NOP in total.

Geometry (Å):
C (0.504, -0.243, -0.213)
O (1.423, -0.996, 0.022)
C (0.417, -0.252, -2.684)
P (-0.889, 1.100, 1.381)
H (0.029, -1.015, 2.486)
H (-0.049, 1.971, 1.974)
H (-0.305, -1.010, -3.236)
H (-1.597, -0.752, 2.828)
N (-0.063, 0.192, -1.360)
H (0.553, 0.645, -3.378)
H (1.520, -0.556, -2.720)
C (-0.735, -0.204, 2.678)
H (-0.199, 0.110, 3.666)
H (-0.610, 1.010, -1.444)

The calculation puts the HOMO energy at -8.12 eV. Its HOMO-LUMO gap is 8.5 eV.

Which one sits at the top of the stability order? *b* does.

*a*
ORCA calculation (the ωB97M-V functional and the def2-TZVPD basis) on the ion C3H6N4 with charge +2.

Geometry (Å):
H (-2.585, 0.125, 0.612)
N (-1.524, 1.951, -1.805)
N (-2.313, 1.274, -1.221)
N (0.321, 0.708, -1.088)
N (-1.791, 0.344, -0.111)
H (0.626, -0.524, 1.846)
H (1.133, -1.355, 0.358)
H (-0.568, -1.671, 0.983)
H (0.345, 2.338, -2.617)
C (-0.491, 0.058, -0.095)
C (0.246, -0.840, 0.813)
C (-0.161, 1.645, -1.816)
H (1.286, 0.305, -1.190)

The calculation puts the HOMO energy at -21.36 eV. Its HOMO-LUMO gap is 9.0 eV. Its charge is +2. The SMILES is Cc1[nH+]cnn[nH+]1.

*b*
ORCA calculation (the ωB97M-V functional and the def2-TZVPD basis) on the ion C3H6N4 with charge +2.

Geometry (Å):
H (-0.285, 1.761, 0.298)
C (0.734, -1.436, 0.010)
H (1.416, -2.261, 0.230)
C (1.023, 0.105, -0.051)
N (-0.429, -1.863, -0.004)
N (2.206, 0.619, -0.021)
H (2.481, 1.516, 0.310)
H (-3.230, 0.988, -0.203)
N (-0.178, 0.773, -0.029)
C (-1.307, 0.138, -0.058)
H (3.038, 0.029, -0.289)
N (-2.543, 0.272, 0.036)
H (-2.927, -0.640, -0.227)

The calculation puts the HOMO energy (alpha / beta) at -20.08 / -20.08 eV. Its HOMO-LUMO gap (alpha / beta) is 9.2 / 9.2 eV. Its charge is +2.

*c*
ORCA calculation (the ωB97M-V functional and the def2-TZVPD basis) on the ion C3H6N4 with charge +2.

Geometry (Å):
N (-2.668, 0.401, 0.012)
N (-1.510, 0.198, 0.029)
H (2.019, 1.749, 0.095)
H (-0.318, 2.001, -0.037)
H (1.743, -1.748, -0.167)
C (1.920, 0.706, 0.057)
H (-3.339, 1.288, 0.050)
H (2.737, -0.099, -0.043)
C (-0.411, -1.839, 0.042)
C (0.687, -1.235, 0.045)
H (-1.190, -2.552, -0.120)
N (0.765, 0.231, 0.023)
N (-0.435, 0.899, 0.013)

The calculation puts the HOMO energy (alpha / beta) at -19.43 / -19.43 eV. Its HOMO-LUMO gap (alpha / beta) is 8.0 / 8.0 eV. Its charge is +2.

Which one sits at the top of the stability order? *b* does.

*a*
ORCA calculation (the ωB97M-V functional and the def2-TZVPD basis) on a cluster of 3 separate species, C4H15NO2 in total.

Geometry (Å):
H (-2.649, -1.436, -0.912)
H (1.419, -0.309, 2.055)
H (-0.611, 1.465, 3.204)
C (-1.648, -1.225, -0.398)
C (-0.845, 0.161, 1.500)
O (4.185, 1.665, -3.032)
H (0.772, -0.340, 0.260)
H (-1.982, -1.383, 1.581)
N (-1.997, -0.549, 1.027)
H (-0.709, 1.019, 0.745)
H (-2.257, 1.177, 2.507)
H (-1.522, -0.018, 3.530)
H (5.152, 1.905, -2.673)
H (0.533, -0.913, -3.083)
O (0.395, -0.411, -3.872)
C (-1.292, 0.736, 2.784)
H (0.771, 0.453, -3.636)
C (0.583, -0.518, 1.316)
H (-1.254, -0.325, -0.732)
H (0.213, -1.616, 1.492)
H (3.930, 2.607, -3.230)
H (-1.186, -2.147, -0.435)

The calculation puts the HOMO energy at -9.42 eV. Its HOMO-LUMO gap is 9.9 eV. The SMILES is CNC(C)C.O.O.

*b*
ORCA calculation (the ωB97M-V functional and the def2-TZVPD basis) on a cluster of 3 separate species, C4H15NO2 in total.

Geometry (Å):
H (-1.511, -1.560, 2.065)
H (-1.784, 0.066, -2.984)
O (-1.006, -0.465, -3.003)
H (-0.827, -0.636, -0.277)
H (1.199, -0.853, -1.385)
H (0.821, 2.028, -0.315)
N (-0.417, -0.262, 0.591)
H (-0.661, -2.641, 1.840)
H (1.087, -1.323, 1.513)
O (-1.588, -2.524, 1.932)
C (-0.863, 1.200, 0.797)
H (2.690, -0.436, -0.658)
H (-0.670, 2.632, -0.846)
C (1.846, -0.985, -0.515)
H (-0.211, -0.052, -3.121)
H (-0.641, 1.379, 1.890)
C (-0.133, 2.313, -0.009)
H (2.161, -2.074, -0.657)
C (1.031, -0.614, 0.726)
H (-0.134, 3.192, 0.742)
H (1.581, 0.230, 1.244)
H (-1.971, 1.384, 0.432)

The calculation puts the HOMO energy at -8.78 eV. Its HOMO-LUMO gap is 9.4 eV. The SMILES is CCNCC.O.O.

Which one sits at the top of the stability order? *b* does.

*a*
ORCA calculation (the ωB97M-V functional and the def2-TZVPD basis) on the molecule C4H4N2O2.

Geometry (Å):
H (2.591, 0.146, 0.954)
H (2.057, 0.764, -0.578)
C (-2.260, -0.352, -0.036)
H (-2.287, 1.829, 0.060)
O (-3.410, -0.688, 0.019)
O (-1.141, -1.252, -0.034)
H (3.095, -0.759, -0.477)
C (2.297, -0.146, -0.019)
N (1.132, -0.976, 0.066)
C (-0.015, -0.487, 0.036)
N (-0.382, 0.964, -0.035)
C (-1.678, 0.956, 0.043)

The calculation puts the HOMO energy at -10.42 eV. Its HOMO-LUMO gap is 9.1 eV. The SMILES is C/N=C1\N=CC(=O)O1.

*b*
ORCA calculation (the ωB97M-V functional and the def2-TZVPD basis) on a structure of composition C4H4N2O2.

Geometry (Å):
C (-1.466, 0.255, 0.056)
H (2.743, 0.279, -0.577)
N (-2.538, 0.882, 0.273)
O (0.973, 1.456, -0.111)
H (2.084, 0.251, 1.157)
C (-0.064, 0.559, -0.296)
H (-2.344, 1.895, 0.112)
H (-0.162, -2.441, -0.604)
O (-1.515, -1.144, 0.054)
N (-0.159, -1.697, 0.124)
C (0.600, -0.572, -0.255)
C (1.848, 0.277, 0.068)

The calculation puts the HOMO energy at -8.85 eV. Its HOMO-LUMO gap is 9.3 eV.

Which one sits at the top of the stability order? *a* does.

*a*
ORCA calculation (the ωB97M-V functional and the def2-TZVPD basis) on the molecule C4H4N2O2.

Geometry (Å):
H (0.943, 2.032, 2.043)
C (-0.735, -0.242, -0.449)
H (1.131, -0.691, 2.143)
H (1.020, 2.865, 0.010)
N (0.685, -0.052, 1.457)
C (-0.972, -1.180, -1.526)
H (-1.589, -3.284, -2.619)
C (0.883, 1.366, 1.062)
N (1.024, 1.734, -0.164)
O (0.325, -0.842, 0.248)
C (-1.295, -2.418, -2.050)
O (-1.420, 0.711, -0.155)

The calculation puts the HOMO energy at -9.55 eV. Its HOMO-LUMO gap is 9.6 eV. The SMILES is [H]/N=C/NOC(=O)C#C.

*b*
ORCA calculation (the ωB97M-V functional and the def2-TZVPD basis) on the molecule C4H4N2O2.

Geometry (Å):
H (0.048, -1.700, 0.462)
N (-0.142, 1.414, -0.146)
H (1.570, 1.319, 1.322)
C (-2.123, 0.151, -0.128)
O (2.590, -1.005, -0.306)
H (-2.679, 1.156, -0.271)
C (1.336, 1.151, 0.083)
C (1.645, -0.340, -0.036)
H (2.115, 1.622, -0.583)
O (-2.944, -0.762, -0.118)
N (0.193, -0.775, 0.412)
C (-0.622, 0.249, 0.181)

The calculation puts the HOMO energy at -10.24 eV. Its HOMO-LUMO gap is 9.9 eV. The SMILES is O=CC1=NCC(=O)N1.

*c*
ORCA calculation (the ωB97M-V functional and the def2-TZVPD basis) on a structure of composition C4H4N2O2.

Geometry (Å):
C (-0.120, 0.736, -0.197)
H (1.300, 1.176, 2.693)
H (1.930, -1.489, -0.155)
C (0.560, 0.678, 1.121)
C (0.243, -0.286, -0.980)
N (0.491, 1.452, 2.171)
H (-2.170, -0.666, -0.665)
H (-1.618, -0.516, -2.833)
O (1.004, -0.615, 1.315)
C (-1.225, -0.310, -1.572)
O (-1.231, 1.209, -0.956)
N (0.836, -1.368, 0.058)

The calculation puts the HOMO energy at -9.32 eV. Its HOMO-LUMO gap is 8.7 eV.

Which one sits at the top of the stability order? *b* does.

*a*
ORCA calculation (the ωB97M-V functional and the def2-TZVPD basis) on a cluster of 2 separate species, C4H4N2O2 in total.

Geometry (Å):
H (-1.491, 1.675, 1.287)
N (2.349, 0.114, 0.302)
O (-1.488, -0.123, 0.807)
H (0.666, 0.894, -2.130)
C (-0.804, -1.182, 0.151)
O (-0.235, -0.710, -1.133)
H (0.121, -1.348, 0.862)
C (0.233, 0.484, -1.227)
C (3.338, -0.247, 0.838)
C (-0.964, 1.095, 0.555)
H (-1.560, -2.065, 0.071)
N (-0.163, 1.413, -0.382)

The calculation puts the HOMO energy (alpha / beta) at -8.37 / -8.37 eV. Its HOMO-LUMO gap (alpha / beta) is 6.2 / 6.2 eV.

*b*
ORCA calculation (the ωB97M-V functional and the def2-TZVPD basis) on a structure of composition C4H4N2O2.

Geometry (Å):
H (3.074, -0.256, 0.432)
H (-1.747, 1.774, 0.513)
H (-2.758, 0.549, -0.435)
O (2.644, -1.007, 0.167)
C (-1.793, 0.878, -0.035)
H (0.042, -1.482, 1.705)
N (1.247, -0.700, -0.061)
C (0.231, -0.967, 0.730)
N (1.153, 0.121, -0.980)
C (-0.717, -0.284, 0.147)
C (-0.226, 0.255, -1.003)
O (-1.150, 1.119, -1.178)

The calculation puts the HOMO energy at -8.55 eV. Its HOMO-LUMO gap is 9.3 eV.

Which one sits at the top of the stability order? *a* does.

*a*
ORCA calculation (the ωB97M-V functional and the def2-TZVPD basis) on the molecule C8H9NO3.

Geometry (Å):
H (1.194, 2.209, -1.417)
C (1.716, 0.597, -0.173)
H (-0.704, -2.478, -0.806)
O (2.442, 1.597, 0.428)
O (-0.674, 0.436, 0.920)
C (1.945, -0.738, 0.267)
C (-1.722, 0.944, 1.377)
H (1.691, -2.599, -0.578)
H (-3.087, -1.427, -0.348)
H (-3.941, 0.822, 1.004)
C (-2.473, -0.575, 0.011)
N (1.127, -1.669, -0.350)
C (0.969, 1.146, -1.344)
H (-1.505, 1.836, 1.939)
H (-0.042, 0.834, -1.392)
C (-2.916, 0.492, 0.878)
H (1.446, 0.710, -2.255)
O (2.882, -1.045, 0.964)
C (-0.225, -1.624, -0.456)
H (2.946, 1.195, 1.205)
C (-1.070, -0.663, 0.127)

The calculation puts the HOMO energy (alpha / beta) at -6.33 / -7.49 eV. Its HOMO-LUMO gap (alpha / beta) is 6.2 / 7.6 eV.

*b*
ORCA calculation (the ωB97M-V functional and the def2-TZVPD basis) on the molecule C8H9NO3.

Geometry (Å):
H (-2.464, -0.246, 0.762)
C (-1.792, -1.139, 0.780)
H (-2.194, -1.476, 1.757)
N (0.348, -1.109, 1.817)
H (3.119, 1.588, 2.683)
C (0.373, -0.231, -0.360)
O (1.890, -1.245, 1.669)
H (1.943, 2.446, 0.768)
H (-1.004, 0.233, -2.081)
H (1.840, 1.266, -0.908)
C (-0.249, -0.446, -1.742)
C (1.952, 1.371, 1.001)
C (2.896, -0.380, 2.349)
O (-0.110, -1.451, 2.873)
H (-0.482, -1.496, -1.904)
H (-2.188, -1.836, 0.062)
O (3.912, -0.898, 2.700)
C (2.554, 0.958, 2.137)
H (0.587, -0.242, -2.344)
C (1.324, 0.713, -0.128)
C (-0.331, -0.760, 0.756)

The calculation puts the HOMO energy (alpha / beta) at -8.47 / -8.47 eV. Its HOMO-LUMO gap (alpha / beta) is 7.9 / 7.9 eV. The SMILES is CC1=C/C=C\C(=O)O/[N+]([O-])=C\1C.

*c*
ORCA calculation (the ωB97M-V functional and the def2-TZVPD basis) on the molecule C8H9NO3.

Geometry (Å):
O (-0.830, 0.712, -0.773)
C (-2.089, 0.905, -1.341)
H (-0.506, -0.444, 2.288)
C (0.828, -1.524, -0.634)
C (2.090, 0.569, 0.411)
H (-0.022, -1.202, -1.313)
C (-0.026, 0.001, 1.405)
H (1.527, -2.233, -1.083)
H (-2.863, 0.148, 1.753)
C (1.775, -0.439, -0.576)
H (-2.171, 1.317, -2.301)
C (-3.024, 0.834, -0.372)
C (-1.056, 0.398, 0.512)
H (1.590, 0.536, 2.566)
O (3.157, 1.194, 0.510)
O (2.709, -0.532, -1.591)
H (-4.023, 0.874, -0.455)
C (-2.404, 0.464, 0.849)
H (0.512, -1.945, 0.262)
H (3.562, -0.051, -1.611)
N (1.263, 0.419, 1.493)

The calculation puts the HOMO energy (alpha / beta) at -6.74 / -7.42 eV. Its HOMO-LUMO gap (alpha / beta) is 6.6 / 7.3 eV.

Which one sits at the top of the stability order? *a* does.

*a*
ORCA calculation (the ωB97M-V functional and the def2-TZVPD basis) on the ion C4H9FNO with charge +1.

Geometry (Å):
H (0.918, -0.331, 1.450)
H (0.208, 2.377, -1.367)
N (1.388, -1.294, -0.919)
H (2.050, -0.529, -1.120)
H (-0.989, 1.027, 2.280)
O (-0.362, 1.822, 0.526)
C (-0.449, 1.766, -0.767)
H (-1.962, 0.547, 0.860)
C (0.074, -0.795, -0.446)
F (-1.619, 1.490, -1.333)
H (1.253, -1.841, -1.778)
C (-0.059, -0.513, 0.998)
H (-0.564, -1.306, 1.555)
H (1.825, -1.913, -0.217)
H (-0.759, -1.254, -0.952)
C (-0.954, 0.747, 1.230)

The calculation puts the HOMO energy (alpha / beta) at -12.19 / -12.19 eV. Its HOMO-LUMO gap (alpha / beta) is 8.2 / 8.2 eV. Its charge is +1.

*b*
ORCA calculation (the ωB97M-V functional and the def2-TZVPD basis) on a structure of composition C4H9FNO.

Geometry (Å):
N (0.455, 0.444, -0.374)
C (0.824, -1.630, -1.826)
F (0.404, -2.808, -2.024)
C (-1.609, -0.916, -0.639)
H (1.674, 1.731, 0.511)
O (1.499, -0.874, -2.419)
H (-2.190, -0.584, 0.098)
H (-0.150, 1.278, -0.313)
C (1.422, 0.745, 0.725)
C (-0.119, -0.946, -0.308)
H (-1.894, -0.256, -1.363)
H (1.076, 0.587, -1.164)
H (1.042, 0.550, 1.664)
H (0.019, -1.460, 0.575)
H (-1.965, -2.019, -0.956)
H (2.226, 0.064, 0.883)

The calculation puts the HOMO energy at -15.49 eV. Its HOMO-LUMO gap is 12.1 eV. Its charge is +1.

Which one sits at the top of the stability order? *b* does.